1.
A structure of composition C42H91GaNO22S6, computed with ωB97M-V with the def2-TZVPD basis set.

XYZ file:
```
163
Properties=species:S:1:pos:R:3:forces:R:3
C -2.024 5.731 0.871 0.33 -0.22 -0.44
N -0.960 4.749 0.649 -0.16 0.07 0.39
C -1.119 3.469 1.370 0.18 -0.12 -0.79
Ga -0.842 1.868 0.117 0.00 -0.11 0.04
C -1.840 2.285 -1.625 0.09 -0.14 0.03
C -3.312 2.303 -1.301 0.45 0.39 -0.05
O -4.061 3.154 -2.194 -0.01 -0.24 0.10
C -5.274 3.574 -1.629 0.17 -0.25 -0.43
C -6.284 2.459 -1.394 -0.38 0.20 0.16
O -6.684 2.461 -0.004 -0.15 0.06 -0.14
C -7.908 1.869 0.184 -0.26 -0.41 0.18
C -9.054 2.641 0.311 -0.16 0.05 -0.04
C -10.311 2.057 0.499 0.62 -0.46 0.00
C -10.448 0.669 0.575 0.07 -0.25 0.10
C -11.808 -0.064 0.733 0.79 0.36 -0.41
C -12.090 -0.720 -0.643 -0.57 0.25 0.54
C -12.893 0.961 1.029 0.36 0.17 0.48
C -11.623 -1.106 1.859 -0.69 0.30 -0.05
C -12.857 -1.775 2.497 0.02 -0.51 0.17
C -13.907 -2.250 1.487 0.60 -0.24 -0.03
C -13.521 -0.914 3.571 -0.45 -0.36 -0.11
C -12.343 -3.045 3.223 0.04 0.73 0.27
C -9.281 -0.100 0.454 0.46 0.61 -0.15
C -8.027 0.483 0.265 -0.55 0.09 0.02
C 1.133 1.346 -0.126 0.17 -0.21 0.63
C 1.503 0.406 1.010 -0.33 0.60 0.04
O 2.391 -0.701 0.577 -0.39 0.42 -0.54
C 2.093 -1.851 1.170 0.41 -0.28 -0.60
C 1.869 -3.003 0.234 0.04 -0.08 -0.05
O 2.037 -1.999 2.352 -0.23 -0.04 1.38
H -1.614 6.739 0.939 -0.03 0.22 0.07
H -2.751 5.721 0.053 -0.20 0.08 -0.02
H -2.563 5.510 1.787 0.00 -0.02 0.25
H -0.904 4.570 -0.340 -0.01 -0.01 -0.10
H -2.138 3.372 1.751 -0.18 -0.03 0.19
H -0.430 3.418 2.213 0.00 0.07 0.23
H -1.576 0.589 0.823 0.04 -0.05 -0.07
H -1.633 1.526 -2.379 0.07 -0.11 -0.13
H -1.545 3.234 -2.072 0.02 0.24 0.09
H -3.459 2.686 -0.285 -0.22 0.02 0.13
H -3.689 1.283 -1.347 -0.25 -0.15 0.14
H -5.111 4.095 -0.685 0.07 0.08 0.14
H -5.700 4.264 -2.349 -0.02 0.32 0.01
H -5.907 1.481 -1.681 0.23 -0.13 0.06
H -7.176 2.651 -1.991 -0.17 -0.02 -0.06
H -8.969 3.717 0.245 0.03 0.09 -0.03
H -11.165 2.705 0.579 -0.15 0.15 0.05
H -11.699 -1.729 -0.696 0.23 -0.10 -0.17
H -13.166 -0.763 -0.796 -0.14 -0.20 -0.14
H -11.682 -0.096 -1.428 0.16 -0.04 -0.24
H -12.929 1.708 0.246 -0.22 0.05 -0.31
H -12.642 1.492 1.946 -0.05 0.10 0.14
H -13.871 0.522 1.171 -0.15 -0.09 -0.21
H -11.067 -0.622 2.659 0.17 -0.01 0.19
H -11.001 -1.901 1.466 0.21 -0.10 -0.07
H -13.427 -2.909 0.765 0.01 -0.02 -0.23
H -14.397 -1.452 0.945 -0.18 0.11 -0.01
H -14.632 -2.864 2.011 -0.36 0.07 0.06
H -13.907 0.028 3.200 0.09 0.20 0.03
H -14.379 -1.469 3.954 -0.14 -0.04 0.10
H -12.865 -0.762 4.420 0.26 0.30 0.04
H -13.152 -3.737 3.433 -0.09 -0.21 -0.10
H -11.938 -2.747 4.188 0.23 -0.06 0.13
H -11.539 -3.518 2.672 -0.06 -0.35 -0.17
H -9.312 -1.176 0.487 -0.14 -0.19 0.04
H -7.150 -0.139 0.172 0.15 -0.03 0.00
H 1.339 0.844 -1.068 -0.14 0.04 -0.23
H 1.750 2.237 -0.044 0.21 0.14 -0.31
H 0.601 -0.044 1.414 0.02 -0.44 0.08
H 1.973 0.931 1.836 0.25 0.06 0.10
H 2.781 -3.595 0.192 0.10 -0.12 -0.15
H 1.572 -2.680 -0.755 0.08 0.02 -0.20
H 1.110 -3.630 0.681 -0.19 -0.17 0.03
O 3.379 -2.246 -3.128 -0.10 0.03 -0.26
S 4.766 -2.478 -2.879 0.23 -0.07 0.44
O 5.761 -1.924 -3.749 -0.07 0.09 -0.14
O 5.006 -4.050 -2.760 0.07 -0.03 0.08
C 4.554 -4.878 -3.848 -0.11 -0.21 -0.36
C 5.457 -4.793 -5.064 0.07 0.17 0.04
C 5.168 -2.067 -1.221 0.10 0.00 0.11
H 3.523 -4.621 -4.095 0.01 0.11 0.05
H 4.554 -5.891 -3.448 0.04 0.04 0.16
H 5.424 -3.803 -5.514 -0.02 0.00 0.00
H 5.140 -5.520 -5.812 -0.03 -0.05 0.04
H 6.493 -4.996 -4.790 0.00 -0.04 0.00
H 4.439 -2.514 -0.553 0.01 0.04 -0.05
H 5.137 -0.983 -1.135 -0.08 0.02 -0.06
H 6.171 -2.434 -1.015 0.01 -0.01 -0.01
O 3.803 4.434 2.031 -0.16 0.01 -0.10
S 5.188 4.494 1.695 0.20 0.02 0.08
O 5.624 4.260 0.353 -0.07 0.14 -0.15
O 5.989 3.530 2.670 0.07 0.11 0.06
C 5.493 2.166 2.732 -0.21 -0.59 -0.01
C 5.767 1.399 1.456 -0.06 0.19 -0.24
C 5.863 6.028 2.237 0.07 -0.01 0.14
H 4.426 2.181 2.957 0.01 0.15 -0.01
H 6.003 1.711 3.579 0.14 0.17 0.00
H 5.204 1.823 0.625 -0.07 -0.09 0.02
H 5.471 0.356 1.573 0.00 -0.01 0.12
H 6.823 1.441 1.200 0.03 -0.06 0.04
H 5.563 6.202 3.266 -0.01 -0.01 0.01
H 5.456 6.797 1.585 -0.04 -0.04 -0.03
H 6.945 5.988 2.143 0.00 -0.01 -0.02
O 8.334 -0.133 2.529 -0.12 0.02 -0.04
S 9.685 -0.173 2.064 0.24 -0.07 0.17
O 9.955 -0.272 0.664 -0.08 0.13 -0.16
O 10.443 -1.343 2.825 0.08 0.14 0.03
C 9.802 -2.641 2.779 -0.28 -0.56 -0.07
C 9.915 -3.299 1.420 0.04 0.13 -0.12
C 10.588 1.182 2.728 0.05 0.01 0.08
H 8.759 -2.536 3.081 0.02 0.13 -0.01
H 10.303 -3.236 3.541 0.14 0.17 0.03
H 9.367 -2.739 0.665 -0.03 -0.03 0.00
H 9.505 -4.307 1.448 0.01 -0.03 0.08
H 10.957 -3.345 1.101 0.01 -0.05 0.03
H 10.402 1.240 3.797 -0.01 -0.02 0.00
H 10.225 2.077 2.228 -0.05 -0.03 -0.03
H 11.644 1.034 2.519 0.00 -0.02 -0.02
O -5.482 6.818 -0.730 -0.03 0.07 -0.28
S -6.701 6.845 0.013 0.08 -0.10 0.42
O -7.952 6.597 -0.641 -0.02 -0.05 -0.15
O -6.789 8.241 0.780 -0.13 -0.06 0.15
C -6.624 9.438 -0.001 0.07 0.36 -0.27
C -7.848 9.772 -0.832 -0.07 -0.18 -0.03
C -6.570 5.798 1.418 0.00 0.00 0.05
H -5.732 9.345 -0.622 -0.01 -0.12 0.01
H -6.436 10.225 0.727 0.00 -0.11 0.12
H -8.018 9.026 -1.606 0.03 0.00 0.00
H -7.716 10.742 -1.313 0.04 0.03 0.05
H -8.739 9.805 -0.204 0.01 0.05 0.02
H -5.632 6.008 1.926 0.02 0.01 -0.03
H -6.582 4.771 1.050 0.02 0.00 -0.05
H -7.422 5.976 2.068 -0.02 0.02 -0.02
O 9.590 -4.070 -5.708 -0.17 -0.16 0.02
S 10.659 -3.869 -4.780 0.23 0.42 -0.02
O 10.712 -4.636 -3.573 -0.08 -0.20 0.03
O 10.772 -2.327 -4.441 0.15 -0.13 -0.03
C 9.581 -1.633 -3.984 -0.57 0.28 0.18
C 9.222 -1.963 -2.554 0.12 -0.30 0.07
C 12.201 -4.019 -5.614 0.06 0.00 -0.04
H 8.753 -1.845 -4.661 0.07 -0.12 -0.04
H 9.822 -0.577 -4.082 0.19 -0.04 -0.08
H 8.916 -3.004 -2.457 -0.06 -0.02 -0.01
H 8.393 -1.335 -2.230 0.03 0.08 -0.05
H 10.071 -1.807 -1.888 -0.03 0.12 0.00
H 12.172 -3.419 -6.519 -0.01 0.02 0.01
H 12.330 -5.071 -5.857 -0.04 -0.01 0.01
H 12.992 -3.687 -4.947 -0.01 0.00 0.02
O 8.920 -7.631 1.210 0.00 0.15 0.19
S 8.259 -7.238 0.002 -0.01 -0.20 -0.47
O 8.008 -5.857 -0.267 0.07 0.15 0.22
O 6.905 -8.054 -0.134 0.00 -0.07 -0.06
C 5.972 -8.000 0.969 -0.34 0.09 0.37
C 5.217 -6.688 1.035 0.15 0.11 -0.09
C 9.087 -7.941 -1.381 0.00 -0.07 -0.03
H 6.501 -8.208 1.900 0.12 0.03 -0.06
H 5.284 -8.824 0.792 0.09 -0.05 -0.14
H 5.880 -5.857 1.271 0.01 -0.01 0.02
H 4.450 -6.741 1.807 -0.02 -0.06 -0.01
H 4.743 -6.470 0.079 -0.05 -0.02 0.00
H 9.256 -8.998 -1.191 -0.02 -0.01 0.02
H 10.033 -7.414 -1.483 -0.01 0.07 0.01
H 8.476 -7.791 -2.266 0.01 0.04 0.01
```
Forces are in eV/Å.

Computed properties:
**Net charge**: -1
**Electronic energy**: -208949.65651 eV
**HOMO**: -4.275 eV
**M**: 1224.3 g/mol

***

2.
A cluster of 6 separate species, C42H94F6N5P in total, computed with ωB97M-V with the def2-TZVPD basis set.

XYZ file:
```
148
Properties=species:S:1:pos:R:3:forces:R:3
C 9.462 3.054 1.386 -1.17 -1.08 -0.02
C 9.840 1.567 1.156 1.43 -0.54 1.41
C 8.751 0.502 1.278 -1.37 -1.18 -1.74
C 9.086 -0.901 0.602 0.08 0.66 2.22
N 7.974 -1.992 0.799 -0.24 0.28 -1.12
C 6.743 -1.694 -0.187 -0.59 -0.12 3.14
C 6.298 -3.080 -0.539 -1.08 -0.10 -0.60
C 7.594 -3.730 -0.831 0.66 -0.88 -1.78
C 8.495 -3.348 0.296 0.66 -0.08 0.51
C 7.502 -2.259 2.242 0.00 2.02 -0.48
H 8.676 3.159 2.134 -0.21 -0.27 0.05
H 9.015 3.333 0.432 0.17 0.79 0.11
H 10.221 3.739 1.763 0.42 -0.38 -0.65
H 10.573 1.216 1.882 0.42 0.43 0.17
H 10.378 1.486 0.211 -0.25 -0.11 -0.24
H 7.897 0.879 0.715 -0.46 0.02 -0.01
H 8.360 0.252 2.264 0.48 0.65 0.30
H 9.929 -1.359 1.120 0.19 0.18 0.01
H 9.400 -0.732 -0.428 -0.65 -0.62 -0.23
H 5.921 -1.381 0.456 0.35 1.13 0.00
H 7.027 -0.921 -0.901 0.06 -0.59 -0.18
H 5.720 -3.531 0.268 0.38 0.04 0.50
H 5.533 -3.091 -1.315 0.46 0.12 -0.54
H 7.590 -4.804 -1.018 -0.10 0.02 0.20
H 7.909 -3.266 -1.766 0.44 -0.11 -0.14
H 8.429 -4.114 1.069 -0.24 0.38 0.35
H 9.566 -3.271 0.109 -0.17 0.16 -0.46
H 6.761 -3.058 2.232 0.54 -0.11 0.03
H 7.019 -1.365 2.636 -0.29 0.08 -0.37
H 8.350 -2.347 2.921 0.15 -0.82 -0.41
C -4.889 -6.653 -9.761 -0.03 0.06 0.98
C -5.680 -6.665 -8.480 -0.65 0.37 0.44
C -4.783 -6.492 -7.262 -0.99 0.24 0.76
C -5.666 -6.204 -6.013 1.77 -0.27 0.81
N -4.885 -6.333 -4.650 0.80 -0.07 -0.19
C -4.337 -7.760 -4.437 -1.04 -0.38 -1.57
C -4.614 -8.176 -3.011 0.09 0.16 0.32
C -5.152 -6.918 -2.335 -0.53 0.12 0.23
C -5.855 -6.129 -3.460 2.02 -0.17 -0.53
C -3.675 -5.327 -4.442 -1.66 -0.58 0.05
H -3.916 -7.063 -9.491 0.12 -0.32 -0.67
H -4.735 -5.611 -10.043 -0.12 -0.32 -0.82
H -5.487 -7.330 -10.370 0.79 0.62 -1.07
H -6.253 -7.591 -8.516 0.13 -0.23 0.89
H -6.450 -5.894 -8.476 -0.04 0.24 -0.10
H -4.126 -5.631 -7.388 0.07 0.04 -0.25
H -4.151 -7.378 -7.209 -0.04 -0.06 0.52
H -6.502 -6.896 -5.910 0.08 -0.02 -0.06
H -6.030 -5.177 -6.003 -0.09 -0.06 -0.23
H -3.300 -7.827 -4.767 0.02 0.40 0.37
H -4.856 -8.412 -5.140 -0.21 0.12 -0.06
H -3.666 -8.577 -2.651 -0.27 0.17 0.70
H -5.400 -8.899 -2.794 0.29 -0.53 -1.08
H -4.315 -6.459 -1.808 -0.59 0.72 0.06
H -5.976 -7.200 -1.680 0.51 0.16 0.61
H -5.943 -5.048 -3.345 -0.24 -0.19 0.28
H -6.810 -6.587 -3.718 0.10 0.05 -0.04
H -3.185 -5.637 -3.519 -0.09 0.08 -0.13
H -4.142 -4.352 -4.305 0.25 0.01 -0.09
H -2.938 -5.299 -5.245 -0.46 -0.39 -0.19
C -2.147 -0.404 9.307 0.03 -0.41 0.83
C -2.533 -1.895 9.216 -0.89 1.24 0.55
C -1.806 -2.456 8.040 0.98 -2.30 0.25
N -1.806 -4.017 8.039 1.06 1.10 -1.55
C -3.308 -4.492 7.836 2.11 -1.35 0.87
C -1.034 -4.630 9.194 -1.69 -1.82 0.82
C -0.290 -5.891 8.697 0.96 -0.56 0.12
C -0.362 -5.909 7.182 -0.35 1.97 -0.52
C -0.850 -4.474 6.887 -2.55 -0.55 -1.98
H -2.542 0.219 8.504 0.11 -0.02 0.14
H -1.060 -0.361 9.370 0.14 0.15 -0.56
H -2.398 -0.023 10.297 -0.62 0.24 -0.25
H -3.605 -2.092 9.186 -0.32 0.56 -0.88
H -2.426 -2.288 10.227 1.37 -0.68 -0.21
H -0.738 -2.242 8.002 -0.02 0.37 0.50
H -2.162 -2.165 7.051 -0.50 0.10 0.21
H -3.194 -5.517 7.484 -0.23 -0.07 0.11
H -3.937 -3.972 7.114 0.74 0.64 0.12
H -3.735 -4.517 8.838 -0.11 0.17 -0.22
H -1.766 -5.123 9.833 -0.18 1.03 0.65
H -0.432 -3.897 9.730 -0.17 0.03 -0.33
H -0.672 -6.836 9.083 -0.57 0.31 0.20
H 0.729 -5.929 9.083 0.15 0.45 -0.24
H -1.111 -6.580 6.761 0.29 -0.31 0.27
H 0.590 -6.017 6.661 -0.08 -0.39 0.18
H -1.554 -4.466 6.054 0.05 -0.32 -0.39
H -0.121 -3.769 6.486 0.28 0.41 1.35
C -8.868 2.803 -1.025 -0.51 -0.48 -1.37
C -8.804 3.953 -0.059 0.66 -0.55 1.59
C -7.821 3.669 1.100 -0.08 -0.22 0.06
N -7.337 4.913 1.807 1.48 -1.66 1.18
C -8.541 5.520 2.535 1.58 0.32 -0.86
C -6.255 4.402 2.860 1.91 1.51 -0.87
C -5.348 5.644 3.155 -0.51 -1.11 0.45
C -5.755 6.632 2.079 1.06 1.86 0.23
C -6.500 5.926 0.983 -1.12 -0.38 1.17
H -9.320 1.878 -0.666 -0.30 0.29 0.53
H -7.970 2.429 -1.515 0.52 0.64 0.27
H -9.504 3.164 -1.833 -0.10 -0.32 -0.19
H -9.821 4.110 0.300 0.08 0.32 0.10
H -8.433 4.871 -0.516 -0.21 -0.05 -0.36
H -7.023 3.028 0.725 0.70 0.82 -0.27
H -8.092 3.073 1.971 -1.18 -0.22 -0.34
H -8.144 6.250 3.241 -0.23 -0.08 0.02
H -9.060 4.706 3.040 -0.13 0.29 -0.21
H -9.077 6.034 1.737 -0.52 -0.17 0.43
H -6.515 3.948 3.816 -1.18 -0.14 -0.60
H -5.524 3.787 2.336 -0.93 -0.71 -0.37
H -5.468 5.859 4.217 -0.39 1.07 -0.25
H -4.290 5.385 3.121 -0.08 -0.26 -0.47
H -6.301 7.467 2.516 -0.39 -0.12 -0.15
H -4.901 7.126 1.615 0.20 -0.06 0.14
H -7.156 6.602 0.435 -0.05 -0.23 -0.01
H -5.831 5.406 0.298 -0.25 -0.34 0.15
C 4.782 8.614 -1.541 -0.22 -1.05 2.04
C 5.483 8.175 -2.804 0.90 2.82 -0.23
C 5.100 6.838 -3.240 -2.46 -0.90 -1.67
N 5.239 6.488 -4.764 2.48 -2.49 -0.01
C 4.719 5.011 -4.963 -1.14 1.82 0.15
C 6.715 6.450 -5.165 1.06 1.44 -0.79
C 7.093 7.908 -5.587 -0.46 -0.25 0.79
C 5.839 8.343 -6.384 0.11 -0.99 0.73
C 4.663 7.449 -5.801 0.09 0.89 0.39
H 5.129 8.002 -0.708 -0.28 -0.37 0.19
H 3.701 8.489 -1.617 -0.05 -0.21 -0.14
H 4.897 9.606 -1.107 0.57 0.33 -0.98
H 6.570 8.236 -2.749 0.00 0.25 0.33
H 5.156 8.992 -3.445 0.24 -0.40 -1.04
H 4.015 6.758 -3.170 -0.18 -0.16 0.45
H 5.526 6.052 -2.616 0.27 -0.14 -0.51
H 4.933 4.382 -4.098 0.76 0.11 -0.36
H 5.013 4.680 -5.959 0.37 -0.17 0.44
H 3.630 5.055 -4.972 -0.08 0.26 -0.03
H 6.808 5.826 -6.055 -0.26 -0.05 0.02
H 7.444 6.066 -4.451 -0.70 -0.19 0.55
H 8.033 7.945 -6.138 -0.28 -0.34 -0.45
H 7.343 8.534 -4.730 -0.51 -0.05 0.16
H 6.109 8.057 -7.401 -0.77 0.08 -0.18
H 5.561 9.397 -6.359 0.26 -0.11 0.09
H 4.145 6.928 -6.607 0.20 -0.44 0.30
H 3.900 7.987 -5.238 0.07 0.39 -0.29
P -0.522 0.794 -0.003 -0.92 -0.25 2.09
F -0.226 -0.840 -0.009 1.98 0.40 -2.10
F -0.138 0.759 1.550 2.20 0.14 1.42
F 0.991 1.224 -0.416 -0.98 -0.48 -0.33
F -1.001 2.320 0.315 0.31 0.52 -0.88
F -1.126 0.981 -1.498 1.09 -0.88 0.27
F -1.896 0.231 0.536 -3.68 0.51 -0.44
```
Forces are in eV/Å.

Computed properties:
**Net charge**: +4
**Energy above the lowest of the compared OMol25 structures with the same formula, charge and spin**: 4.738 eV
**Electronic energy**: -78091.96008 eV
**HOMO**: -15.380 eV
**M**: 814.2 g/mol